The following is a quantum chemistry calculation of a structure of composition C39H76Br2F3N4O40S9, from the OMol25 dataset.

Computed properties:
E_tot: -13791.05462 Eh
gap between HOMO and LUMO: 8.84 eV

The geometry in ORCA input format:
```
! wB97M-V def2-TZVPD RIJCOSX def2/J DEFGRID3
* xyz 1 1
C 4.886 -2.418 -4.921
C 5.869 -1.804 -3.888
C 5.195 -0.530 -3.281
N 5.707 -0.155 -1.948
N 4.913 -0.575 -0.865
C 4.003 0.402 -0.297
C 2.998 1.049 -1.281
O 1.747 0.335 -1.353
C 0.803 1.098 -1.985
C -0.627 0.996 -1.455
O 1.038 1.796 -2.913
C 4.565 -1.923 -0.805
N 3.405 -2.373 -1.351
C 2.393 -2.975 -0.442
C 1.104 -3.215 -1.312
C 1.993 -2.138 0.793
C 1.160 -3.046 1.762
N 5.446 -2.740 -0.272
C 6.724 -2.265 0.308
C 7.897 -2.180 -0.686
C 8.662 -3.505 -0.911
F 8.565 -4.401 0.106
Br 8.141 -4.446 -2.556
C 10.228 -3.181 -1.046
F 10.446 -2.064 -1.709
F 10.716 -3.170 0.189
Br 11.089 -4.675 -2.000
C 5.266 -4.194 -0.218
O 4.988 -4.583 1.104
C 5.561 -5.875 1.395
C 5.784 -5.952 2.932
O 4.762 -6.653 3.610
C 3.851 -5.837 4.339
C 2.431 -5.952 3.711
H 3.893 -2.472 -4.441
H 4.796 -1.811 -5.829
H 5.193 -3.452 -5.132
H 6.767 -1.444 -4.407
H 6.077 -2.516 -3.084
H 4.092 -0.573 -3.357
H 5.492 0.288 -3.956
H 5.825 0.859 -1.935
H 3.502 0.056 0.616
H 4.614 1.258 0.046
H 2.775 2.041 -0.844
H 3.432 1.251 -2.269
H -0.993 2.003 -1.219
H -0.698 0.297 -0.601
H -1.295 0.606 -2.238
H 2.940 -1.670 -1.919
H 2.659 -3.977 -0.076
H 0.455 -2.332 -1.340
H 0.585 -4.076 -0.873
H 1.452 -3.548 -2.300
H 2.913 -1.901 1.355
H 1.362 -1.270 0.580
H 0.325 -2.482 2.200
H 1.763 -3.374 2.618
H 0.768 -3.947 1.274
H 6.580 -1.318 0.840
H 6.960 -2.992 1.101
H 7.633 -1.770 -1.665
H 8.625 -1.472 -0.254
H 6.196 -4.660 -0.577
H 4.470 -4.534 -0.898
H 6.553 -6.038 0.940
H 4.844 -6.655 1.053
H 6.020 -4.961 3.347
H 6.699 -6.562 3.055
H 4.109 -4.767 4.348
H 3.787 -6.210 5.373
H 1.813 -5.114 4.060
H 1.956 -6.909 3.957
H 2.580 -5.892 2.620
C -2.854 1.842 2.801
C -3.697 2.493 1.728
O -3.553 1.633 0.587
S -3.378 0.115 1.084
O -4.640 -0.532 1.014
O -2.206 -0.424 0.473
O -3.054 0.432 2.625
H -1.793 2.057 2.658
H -3.151 2.146 3.802
H -3.366 3.502 1.494
H -4.753 2.515 2.006
C -5.613 4.808 5.280
C -5.271 5.726 6.431
O -3.839 5.666 6.528
S -3.216 5.455 5.066
O -2.813 6.715 4.554
O -2.342 4.333 5.110
O -4.570 5.019 4.317
H -5.585 3.758 5.585
H -6.582 5.034 4.847
H -5.732 5.415 7.365
H -5.554 6.758 6.212
C -3.487 -3.644 3.057
C -2.094 -3.162 2.713
O -1.632 -2.499 3.893
S -2.262 -3.221 5.188
O -1.306 -4.132 5.705
O -2.880 -2.232 5.992
O -3.400 -4.064 4.425
H -4.215 -2.832 2.993
H -3.809 -4.468 2.425
H -2.088 -2.483 1.863
H -1.422 -4.001 2.512
C -5.982 7.730 0.327
C -5.231 8.671 1.243
O -6.178 9.011 2.266
S -7.150 7.765 2.525
O -6.671 7.042 3.651
O -8.493 8.215 2.433
O -6.788 6.927 1.205
H -6.646 8.275 -0.342
H -5.314 7.103 -0.259
H -4.885 9.562 0.731
H -4.383 8.170 1.718
C -9.597 -0.551 -0.185
C -9.275 0.365 0.977
O -7.848 0.311 1.097
S -7.198 0.104 -0.361
O -6.793 1.373 -0.859
O -6.317 -1.001 -0.309
O -8.545 -0.332 -1.129
H -9.573 -1.601 0.117
H -10.562 -0.327 -0.634
H -9.749 0.049 1.902
H -9.558 1.398 0.758
C 4.181 5.151 -3.829
C 3.604 3.886 -4.428
O 4.745 3.179 -4.942
S 6.019 3.482 -4.015
O 6.168 2.406 -3.088
O 7.084 3.912 -4.837
O 5.418 4.740 -3.224
H 4.408 5.891 -4.598
H 3.523 5.593 -3.085
H 2.889 4.086 -5.222
H 3.132 3.262 -3.666
C -9.440 10.939 -0.747
C -9.092 11.836 0.422
O -7.661 11.789 0.497
S -7.056 11.619 -0.979
O -6.667 12.890 -1.465
O -6.166 10.508 -0.965
O -8.413 11.184 -1.719
H -9.398 9.885 -0.464
H -10.418 11.162 -1.165
H -9.536 11.497 1.354
H -9.388 12.870 0.233
C -4.580 0.656 -3.987
C -3.518 0.106 -4.917
O -4.248 -0.434 -6.020
S -5.581 0.440 -6.257
O -5.328 1.381 -7.287
O -6.691 -0.438 -6.287
O -5.570 1.221 -4.849
H -5.047 -0.141 -3.403
H -4.186 1.413 -3.312
H -2.910 -0.663 -4.447
H -2.870 0.901 -5.295
C 5.735 -10.205 -1.128
C 5.314 -11.021 0.077
O 4.170 -10.334 0.597
S 3.358 -9.658 -0.615
O 2.290 -10.515 -0.973
O 3.165 -8.283 -0.312
O 4.508 -9.785 -1.734
H 6.292 -9.313 -0.829
H 6.328 -10.782 -1.833
H 6.096 -11.086 0.830
H 5.004 -12.027 -0.213
*
```

These are the Mulliken partial charges, in e, on atoms 1 to 99: number 1, C, carries -1.40; number 2, C, carries 0.54; number 3, C, carries -0.42; number 4, N, carries -0.32; number 5, N, carries 0.97; number 6, C, carries -1.25; number 7, C, carries -0.07; number 8, O, carries 0.10; number 9, C, carries 0.29; number 10, C, carries -0.29; number 11, O, carries -0.51; number 12, C, carries -2.40; number 13, N, carries 0.58; number 14, C, carries 0.01; number 15, C, carries -1.75; number 16, C, carries 0.70; number 17, C, carries -1.24; number 18, N, carries 1.12; number 19, C, carries -1.34; number 20, C, carries -1.03; number 21, C, carries 0.15; number 22, F, carries -0.28; number 23, Br, carries -0.01; number 24, C, carries 0.78; number 25, F, carries -0.19; number 26, F, carries -0.20; number 27, Br, carries -0.15; number 28, C, carries -1.11; number 29, O, carries -0.08; number 30, C, carries -0.03; number 31, C, carries -0.90; number 32, O, carries -0.37; number 33, C, carries -0.43; number 34, C, carries -0.66; number 35, H, carries 0.26; number 36, H, carries 0.38; number 37, H, carries 0.37; number 38, H, carries 0.63; number 39, H, carries -0.69; number 40, H, carries -0.05; number 41, H, carries 0.52; number 42, H, carries 0.37; number 43, H, carries 0.29; number 44, H, carries 0.64; number 45, H, carries 0.67; number 46, H, carries -0.17; number 47, H, carries 0.42; number 48, H, carries -0.15; number 49, H, carries 0.17; number 50, H, carries 0.56; number 51, H, carries 0.31; number 52, H, carries 0.22; number 53, H, carries 0.45; number 54, H, carries 0.48; number 55, H, carries 0.57; number 56, H, carries -0.31; number 57, H, carries 0.08; number 58, H, carries 0.04; number 59, H, carries 0.61; number 60, H, carries 0.60; number 61, H, carries 0.63; number 62, H, carries 0.62; number 63, H, carries 0.36; number 64, H, carries 0.47; number 65, H, carries 0.54; number 66, H, carries 0.38; number 67, H, carries 0.15; number 68, H, carries 0.39; number 69, H, carries 0.31; number 70, H, carries 0.29; number 71, H, carries 0.36; number 72, H, carries 0.18; number 73, H, carries 0.39; number 74, H, carries 0.09; number 75, C, carries -0.35; number 76, C, carries -0.27; number 77, O, carries -0.33; number 78, S, carries 0.76; number 79, O, carries -0.31; number 80, O, carries -0.53; number 81, O, carries -0.25; number 82, H, carries 0.29; number 83, H, carries 0.27; number 84, H, carries 0.39; number 85, H, carries 0.26; number 86, C, carries -0.40; number 87, C, carries -0.35; number 88, O, carries -0.37; number 89, S, carries 1.11; number 90, O, carries -0.55; number 91, O, carries -0.57; number 92, O, carries -0.11; number 93, H, carries 0.33; number 94, H, carries 0.35; number 95, H, carries 0.33; number 96, H, carries 0.28; number 97, C, carries -0.21; number 98, C, carries -0.11; number 99, O, carries -0.23